No. 1
{"formula": "H12O6", "method": "ωB97M-V/def2-TZVPD", "species": ["O", "H", "H", "O", "H", "H", "O", "H", "H", "O", "H", "H", "O", "H", "H", "O", "H", "H"], "positions_angstrom": [[0.5623, -0.2969, -1.7452], [0.9935, -0.0394, -0.9730], [0.7634, -1.2414, -1.8676], [-0.7686, 0.4618, -0.3525], [-0.9327, 1.0904, -1.0868], [-0.9749, -0.3057, -0.8224], [0.2717, -0.9259, 1.2205], [-0.4947, -0.8676, 1.7663], [0.9513, -0.6390, 1.8609], [3.3002, 0.3817, 0.1065], [2.6730, 0.7618, -0.5296], [2.9932, -0.5017, 0.5000], [-0.6957, 1.9402, 2.9573], [-0.4668, 0.9826, 3.2854], [-0.6721, 1.7404, 2.0110], [-2.5501, -1.4229, -2.1979], [-3.4542, -1.6220, -2.1144], [-2.3369, -0.4625, -1.9382]], "atomic_forces_ev_per_a": [[1.668, -2.781, -4.830], [0.740, 0.327, 2.021], [0.215, 0.510, -0.166], [-3.340, 4.886, 1.885], [0.222, 0.085, 0.847], [-0.080, -2.283, -0.298], [2.041, -0.443, 1.116], [-1.317, -0.063, 0.227], [-0.086, -0.255, -0.572], [-0.265, -1.464, 0.936], [0.144, -0.662, 0.432], [0.269, 2.155, -1.389], [0.795, -3.343, 0.596], [-0.676, 2.891, -0.401], [-0.143, 0.436, -0.272], [2.962, 2.156, 0.217], [-1.802, 0.180, 0.366], [-1.344, -2.332, -0.713]], "total_charge": 0, "e_lumo_ev": 0.12, "e_above_lowest_kcal_mol": 86.0, "fmax_ev_per_a": 6.2}

No. 2
{"formula": "H12O6", "method": "ωB97M-V/def2-TZVPD", "species": ["O", "H", "H", "O", "H", "H", "O", "H", "H", "O", "H", "H", "O", "H", "H", "O", "H", "H"], "positions_angstrom": [[-4.5914, 16.7741, 33.2847], [-4.5002, 17.6244, 32.8930], [-3.6822, 16.6337, 33.5729], [0.3078, 15.1378, 32.2879], [-0.2197, 14.4553, 31.8823], [0.8208, 14.8640, 33.0379], [-1.9743, 16.3351, 33.0718], [-1.9160, 17.1381, 32.5413], [-1.1073, 15.9112, 32.9902], [-0.1365, 18.9582, 30.9847], [-0.0931, 18.3508, 30.2235], [0.2055, 19.7572, 30.5528], [-2.7051, 18.5051, 31.6668], [-1.9155, 18.9828, 31.4898], [-2.9862, 18.2582, 30.7626], [-3.5025, 14.6025, 31.4357], [-4.3967, 14.8092, 31.2564], [-3.1861, 15.3226, 31.9689]], "atomic_forces_ev_per_a": [[-0.366, -0.679, 0.462], [-0.205, 1.224, -0.586], [0.114, -0.467, 0.248], [0.069, 1.330, -0.584], [0.043, -0.790, 0.221], [0.146, -0.836, 0.281], [0.277, -0.223, 0.365], [-0.203, 0.269, -0.132], [0.035, 0.027, 0.009], [0.449, 0.215, -1.261], [-0.103, -0.185, 0.625], [-0.045, 0.084, 0.537], [-1.710, -0.684, -0.838], [1.521, 0.910, -0.056], [-0.088, -0.011, 0.775], [1.154, -1.110, -0.617], [-1.421, 0.289, -0.150], [0.333, 0.637, 0.700]], "total_charge": 0, "e_lumo_ev": 0.08, "e_above_lowest_kcal_mol": 26.1, "fmax_ev_per_a": 2.0}

No. 3
{"formula": "H12O6", "method": "ωB97M-V/def2-TZVPD", "species": ["O", "H", "H", "O", "H", "H", "O", "H", "H", "O", "H", "H", "O", "H", "H", "O", "H", "H"], "positions_angstrom": [[-1.0783, -0.5209, 2.2076], [-0.7793, -1.4069, 2.0006], [-1.8593, -0.4499, 1.6116], [-3.0243, -0.8509, 0.5226], [-2.7793, -0.8089, -0.4004], [-3.9753, -0.8119, 0.5386], [2.5457, 0.8471, 1.0786], [3.4767, 1.0361, 1.2946], [2.1127, 0.5441, 1.8566], [-0.4263, 0.5891, -3.0564], [-0.2123, 0.7931, -2.1624], [0.0327, -0.2169, -3.3554], [2.2077, -0.4159, -1.2634], [1.2907, -0.5149, -1.0894], [2.4107, -0.0339, -0.3844], [-0.0963, 0.6641, -0.1544], [-0.4033, 0.2811, 0.6386], [0.5567, 1.2771, 0.1176]], "atomic_forces_ev_per_a": [[0.020, 0.295, -0.378], [0.200, -0.377, 0.221], [0.050, -0.014, 0.624], [0.018, -0.168, -0.136], [0.166, 0.111, -0.453], [-0.533, 0.056, 0.105], [1.111, 0.821, -0.610], [-0.647, -0.125, 0.035], [-0.369, -0.420, 1.164], [-0.539, -0.587, -1.861], [0.507, -0.187, 1.150], [-0.083, 0.737, 0.646], [1.240, 0.087, 0.426], [-1.625, -0.343, -0.353], [0.587, -0.157, -0.667], [-0.514, 0.005, -2.083], [-0.743, -0.821, 1.883], [1.152, 1.087, 0.288]], "total_charge": 0, "e_lumo_ev": 0.28, "e_above_lowest_kcal_mol": 29.3, "fmax_ev_per_a": 2.2}

No. 4
{"formula": "H12O6", "method": "ωB97M-V/def2-TZVPD", "species": ["O", "H", "H", "O", "H", "H", "O", "H", "H", "O", "H", "H", "O", "H", "H", "O", "H", "H"], "positions_angstrom": [[-1.2514, -1.0140, -0.3503], [-0.6520, -1.7368, -0.0745], [-0.6476, -0.2995, -0.3891], [2.4906, -1.4072, -0.8600], [2.3786, -2.0796, -1.5126], [2.1374, -0.7209, -1.3065], [-5.2254, -0.4089, -0.1262], [-5.1793, -1.3330, -0.1862], [-4.2642, -0.0788, 0.0603], [3.1030, 1.1983, -0.3022], [2.3314, 0.7586, -0.6023], [3.8621, 0.8001, -0.7658], [-0.8276, 2.5822, 0.0037], [-1.0817, 3.5425, -0.1806], [-0.4141, 2.5316, 0.8526], [1.5307, -0.8038, 1.6666], [1.7928, -1.7232, 1.3608], [1.1773, -0.8345, 2.4913]], "atomic_forces_ev_per_a": [[-0.136, -1.845, 0.231], [-0.660, 0.397, -0.115], [0.724, 1.548, -0.029], [1.630, -3.322, 2.113], [0.128, -1.310, -0.522], [-1.846, 3.750, -2.048], [2.371, 3.136, 0.676], [0.339, -1.978, -0.108], [-2.639, -1.167, -0.586], [1.666, 0.952, 0.049], [-0.846, -0.292, -0.044], [-0.662, 0.125, 0.345], [-1.008, 1.670, -1.481], [0.703, -2.089, 0.682], [0.359, 0.317, 0.790], [1.915, -1.254, -4.497], [-0.485, 1.859, 0.774], [-1.553, -0.496, 3.772]], "total_charge": 0, "e_lumo_ev": 0.20, "e_above_lowest_kcal_mol": 58.4, "fmax_ev_per_a": 5.0}

No. 5
{"formula": "H12O6", "method": "ωB97M-V/def2-TZVPD", "species": ["O", "H", "H", "O", "H", "H", "O", "H", "H", "O", "H", "H", "O", "H", "H", "O", "H", "H"], "positions_angstrom": [[-1.6125, -1.5821, 0.7283], [-1.6263, -2.3778, 0.1963], [-2.5250, -1.4490, 0.9847], [-0.8439, 0.5876, -0.2176], [-1.3309, 0.2781, 0.5461], [-0.1646, -0.0731, -0.3530], [0.1720, 2.2228, -0.3043], [1.0263, 1.9384, -0.6289], [-0.2970, 1.4095, -0.1181], [0.3138, 0.4853, 2.2022], [-0.4968, 0.9931, 2.2402], [0.9552, 1.0221, 2.6677], [0.5272, -0.8317, -0.6927], [1.3010, -0.7742, -0.1322], [0.4855, -1.7526, -0.9505], [1.4631, -0.0800, -2.4329], [1.7273, 0.6338, -1.8525], [0.9256, -0.6500, -1.8829]], "atomic_forces_ev_per_a": [[-0.183, -0.818, 0.519], [-0.164, -0.262, -0.074], [-0.369, -0.105, 0.102], [-11.712, -5.646, 1.178], [-0.143, -0.128, -0.315], [-2.431, 0.853, 0.796], [6.389, 9.451, -1.088], [0.446, 0.700, -0.046], [0.560, 2.382, 1.171], [0.282, -0.609, 0.353], [-0.022, 0.334, -0.033], [0.145, 0.226, 0.063], [4.049, -8.311, 2.636], [0.658, 0.028, 0.510], [-0.491, -0.842, 0.425], [2.210, 1.096, -3.775], [-0.023, 0.229, -0.265], [0.799, 1.422, -2.158]], "total_charge": 0, "e_lumo_ev": -0.41, "e_above_lowest_kcal_mol": 208.1, "fmax_ev_per_a": 13.1}

No. 6
{"formula": "H12O6", "method": "ωB97M-V/def2-TZVPD", "species": ["O", "H", "H", "O", "H", "H", "O", "H", "H", "O", "H", "H", "O", "H", "H", "O", "H", "H"], "positions_angstrom": [[-1.8682, -5.5737, 0.6265], [-1.5189, -4.7087, 0.8412], [-1.9765, -5.5594, -0.3245], [3.0222, 4.0997, -2.4292], [3.0577, 3.5837, -3.2346], [2.3114, 3.7060, -1.9232], [1.4246, -0.1112, 2.9914], [0.9328, -0.2630, 2.1843], [2.3258, -0.3469, 2.7711], [1.2502, -0.8532, -0.7966], [1.2427, 0.0863, -0.6136], [0.3541, -1.0519, -1.0681], [0.3249, 3.0724, 0.2012], [0.5666, 3.2366, 1.1127], [-0.5551, 3.4393, 0.1164], [-3.2781, -1.0362, -0.0336], [-3.6250, -0.1441, -0.0465], [-3.9912, -1.5759, -0.3748]], "atomic_forces_ev_per_a": [[-0.080, -0.174, 0.120], [0.103, 0.232, 0.118], [-0.024, -0.045, -0.236], [0.143, 0.177, 0.013], [0.055, -0.105, -0.212], [-0.249, -0.080, 0.265], [-0.097, 0.196, 0.238], [-0.139, -0.126, -0.256], [0.231, -0.088, -0.049], [0.203, -0.172, 0.137], [0.009, 0.356, 0.008], [-0.272, -0.079, -0.069], [0.151, -0.190, -0.271], [0.152, 0.010, 0.279], [-0.222, 0.102, -0.073], [0.277, -0.062, 0.024], [-0.064, 0.238, 0.030], [-0.177, -0.189, -0.066]], "total_charge": 0, "e_lumo_ev": 0.08, "e_above_lowest_kcal_mol": 37.7, "fmax_ev_per_a": 0.4}

No. 7
{"formula": "H12O6", "method": "ωB97M-V/def2-TZVPD", "species": ["O", "H", "H", "O", "H", "H", "O", "H", "H", "O", "H", "H", "O", "H", "H", "O", "H", "H"], "positions_angstrom": [[0.5948, 2.4364, 0.5004], [1.5107, 2.6882, 0.6179], [0.1005, 3.0932, 0.9908], [0.3259, -0.3101, 0.4615], [1.0590, -0.4340, 1.0643], [0.0284, 0.5847, 0.6260], [-0.4729, 3.3686, -1.9004], [-0.2336, 2.5666, -1.4359], [-1.3572, 3.5689, -1.5935], [1.7057, -0.7637, -1.7083], [1.2938, -1.1190, -2.4959], [0.9899, -0.6855, -1.0775], [-1.6161, -2.1267, -0.8710], [-1.3129, -3.0331, -0.9233], [-1.0588, -1.7254, -0.2043], [-0.4425, -2.9469, 2.3544], [-0.1076, -2.9880, 3.2501], [-1.0072, -2.1741, 2.3446]], "atomic_forces_ev_per_a": [[-0.309, -0.343, -0.136], [0.469, 0.094, -0.038], [-0.247, 0.342, 0.249], [0.001, -0.671, -0.586], [0.236, -0.267, 0.440], [-0.087, 0.728, 0.046], [0.332, 0.188, -0.461], [0.337, -0.423, 0.375], [-0.654, 0.267, 0.006], [1.751, 0.215, -0.931], [-0.298, -0.517, -1.265], [-1.629, 0.371, 2.288], [0.099, 0.310, -0.422], [-0.090, -0.397, 0.049], [0.089, 0.058, 0.417], [0.217, 0.071, -0.372], [0.089, -0.151, 0.292], [-0.305, 0.125, 0.050]], "multiplicity": 2, "total_charge": 1, "e_lumo_ev": [-3.56, -11.51], "e_above_lowest_kcal_mol": 36.1, "fmax_ev_per_a": 2.8}

No. 8
{"formula": "H12O6Zn", "method": "ωB97M-V/def2-TZVPD", "species": ["Zn", "O", "H", "H", "O", "H", "H", "O", "H", "H", "O", "H", "H", "O", "H", "H", "O", "H", "H"], "positions_angstrom": [[0.0357, 0.0217, 0.0671], [-1.5077, 1.4441, 0.0779], [-2.1746, 1.6931, -0.5766], [-1.5181, 2.1377, 0.7512], [-0.1953, -0.0565, 2.1554], [0.2988, 0.3253, 2.8941], [-1.0153, -0.3982, 2.5361], [1.3929, -1.5731, 0.0592], [2.3275, -1.5940, 0.3051], [1.1649, -2.4720, -0.2112], [1.6253, 1.4070, 0.1057], [1.6449, 2.2769, 0.5272], [2.4273, 1.3517, -0.4317], [0.1879, 0.1926, -2.0761], [0.2329, -0.4888, -2.7599], [0.3002, 1.0337, -2.5397], [-1.4855, -1.4792, -0.2302], [-2.0148, -1.9513, 0.4266], [-1.7269, -1.8706, -1.0803]], "atomic_forces_ev_per_a": [[-0.026, -0.138, -0.259], [0.089, 0.273, 0.156], [0.053, -0.135, -0.066], [-0.103, -0.021, -0.017], [-0.198, 0.066, 0.085], [0.138, -0.063, -0.097], [0.034, 0.035, 0.060], [0.126, -0.083, -0.086], [-0.038, 0.065, 0.049], [-0.048, 0.010, 0.069], [0.024, 0.116, 0.107], [0.007, -0.031, 0.012], [-0.037, -0.055, -0.008], [-0.066, 0.002, -0.083], [0.056, -0.024, 0.051], [-0.045, 0.012, 0.062], [0.056, -0.156, -0.043], [0.026, 0.032, 0.017], [-0.048, 0.096, -0.010]], "total_charge": 2, "e_lumo_ev": -7.12, "e_above_lowest_kcal_mol": 2.1, "fmax_ev_per_a": 0.3}